Record 1
A 2-piece molecular cluster, C30H29ClN4O3 overall. Source: OMol25; level of theory: wB97M-V/def2-TZVPD.

Geometry as ORCA input:
```
! RIJCOSX wB97M-V def2-TZVPD def2/J DEFGRID3
* xyz 0 1
C 1.7478 1.7347 0.1238
C 1.4882 2.7687 -0.9293
N 1.7597 4.0374 -0.7577
O 1.3326 4.7206 -1.9373
C 0.8124 3.7821 -2.7807
C 0.8826 2.5437 -2.2224
C 0.4505 1.3322 -2.9259
C 1.2019 0.1586 -2.7621
C 0.8657 -1.0162 -3.4355
C -0.2257 -1.0274 -4.3002
C -0.9849 0.1301 -4.4745
C -0.6772 1.3204 -3.7835
C -1.5965 2.4814 -3.9439
C -3.0589 2.2664 -3.8456
C -3.9651 3.1464 -4.4686
C -5.3461 2.9578 -4.3444
C -5.8482 1.8906 -3.5958
Cl -7.5683 1.6522 -3.4290
C -4.9628 1.0149 -2.9686
C -3.5838 1.2027 -3.0835
N -1.1929 3.7214 -4.1489
C 0.2429 4.0564 -4.1431
H 2.6650 1.1875 -0.1061
H 0.9141 1.0286 0.1747
H 1.8643 2.2139 1.0994
H 2.0776 0.1553 -2.1236
H 1.4601 -1.9152 -3.2982
H -0.4863 -1.9360 -4.8359
H -1.8369 0.0962 -5.1498
H -3.5967 3.9885 -5.0495
H -6.0352 3.6434 -4.8275
H -5.3545 0.1909 -2.3798
H -2.9256 0.5182 -2.5546
H 0.7825 3.4782 -4.9004
H 0.3737 5.1162 -4.3813
C 5.3684 -3.5888 3.7654
N 4.1661 -2.8439 3.3940
C 2.9404 -3.3838 3.3388
O 2.7529 -4.5527 3.6420
C 1.7905 -2.4240 2.9675
C 1.1340 -1.8011 4.2095
C 0.3205 -0.5600 3.9073
C 0.9674 0.6863 3.8061
C 0.2265 1.8441 3.5142
C -1.1630 1.7588 3.3237
C -1.8116 0.5160 3.4264
C -1.0715 -0.6438 3.7166
N 0.7834 -2.8812 1.9881
C -0.0388 -3.9330 1.9505
C -0.0986 -4.9814 3.0422
O -0.7959 -4.0385 0.9979
H 5.6133 -4.3054 2.9784
H 6.2083 -2.9077 3.9113
H 5.1881 -4.1396 4.6919
H 4.2663 -1.8659 3.1776
H 2.2878 -1.5923 2.4696
H 1.9189 -1.5242 4.9151
H 0.5037 -2.5314 4.7128
H 2.0342 0.7597 3.9583
H 0.7214 2.8024 3.4401
H -1.7343 2.6496 3.1001
H -2.8807 0.4517 3.2784
H -1.5740 -1.5984 3.7870
H 0.6518 -2.2810 1.1904
H -1.0780 -5.4559 3.0179
H 0.6653 -5.7321 2.8494
H 0.0617 -4.5430 4.0208
*
```

Summary:
gap between HOMO and LUMO	8.856	eV
highest occupied orbital energy	-8.83	eV
LUMO energy	0.001	Eh

Record 2
A 2-piece molecular cluster, C4H4FNO overall. Source: OMol25; level of theory: wB97M-V/def2-TZVPD.

Geometry as ORCA input:
```
! RIJCOSX wB97M-V def2-TZVPD def2/J DEFGRID3
* xyz 0 1
C -1.3693 0.5763 -1.1394
C -0.1059 0.4149 -0.8184
N 1.1392 0.5911 -0.7554
O 2.0017 -0.4420 -0.2888
H -2.2896 0.8609 -0.4875
H -1.5983 0.2843 -2.1948
H 2.8476 -0.0113 -0.4885
C -0.1232 0.0127 1.9077
C -0.3121 -1.0608 1.4311
F -0.5473 -2.1975 0.8231
H 0.3574 0.9713 2.0108
*
```

Summary:
gap between HOMO and LUMO	10.086	eV
highest occupied orbital energy	-9.42	eV
LUMO energy	0.024	Eh

Record 3
A 5-piece molecular cluster, C27H56N3O7 overall. Source: OMol25; level of theory: wB97M-V/def2-TZVPD.

Geometry as ORCA input:
```
! RIJCOSX wB97M-V def2-TZVPD def2/J DEFGRID3
* xyz 1 1
C 1.3453 -14.6323 -7.2630
C 2.2929 -15.4512 -8.1429
C 1.8054 -15.2145 -9.6015
C 2.7129 -15.7415 -10.7115
C 4.1417 -15.1323 -10.5584
C 4.7572 -15.3974 -9.1040
N 3.7616 -14.9928 -8.0167
O 4.2690 -14.7454 -6.7314
C 5.9972 -14.5520 -8.9448
C 5.2360 -16.8508 -9.0214
C 2.2066 -16.9586 -7.7485
H 0.2853 -14.8120 -7.4422
H 1.5477 -13.5748 -7.4324
H 1.4043 -14.9410 -6.2193
H 1.6814 -14.1618 -9.8553
H 0.8404 -15.7068 -9.7227
H 2.2947 -15.3965 -11.6571
H 2.6991 -16.8272 -10.6161
H 4.2544 -14.0579 -10.7038
H 4.7045 -15.7128 -11.2894
H 6.5526 -14.4947 -9.8810
H 6.5458 -14.7021 -8.0150
H 5.5939 -13.5410 -8.8864
H 4.5475 -17.6249 -9.3603
H 5.6284 -17.1839 -8.0606
H 6.1103 -17.0608 -9.6376
H 2.6620 -17.2109 -6.7909
H 2.7335 -17.5432 -8.5026
H 1.2774 -17.5097 -7.8932
C 1.8215 -6.5236 -16.7769
C 2.9270 -7.4227 -16.2669
C 3.1780 -8.6226 -17.1440
N 4.6454 -9.1557 -16.9217
C 5.7714 -8.3177 -17.4340
C 4.6543 -10.5927 -17.5626
C 5.1251 -11.5806 -16.4349
C 5.7861 -10.7702 -15.2769
C 4.8747 -9.4779 -15.4258
H 0.9116 -7.0688 -17.0278
H 2.0557 -6.0717 -17.7407
H 1.7173 -5.7426 -16.0238
H 2.5294 -7.9406 -15.3941
H 3.7694 -6.7822 -16.0057
H 3.1381 -8.4638 -18.2217
H 2.4790 -9.4144 -16.8744
H 6.7037 -8.8822 -17.4508
H 5.7464 -7.3792 -16.8801
H 5.3761 -8.0683 -18.4187
H 5.4681 -10.5045 -18.2823
H 3.6752 -10.7566 -18.0129
H 5.6901 -12.4550 -16.7579
H 4.2193 -12.0328 -16.0310
H 6.7990 -10.5811 -15.6324
H 5.7753 -11.1490 -14.2549
H 5.3238 -8.5847 -14.9916
H 3.8950 -9.6566 -14.9828
C 1.6279 -12.3916 -18.3050
C 2.3695 -13.7837 -18.0900
C 2.1239 -14.3998 -16.7275
N 3.0206 -15.6688 -16.4212
C 2.8105 -16.8439 -17.3929
C 2.7244 -16.1158 -14.9697
C 4.0958 -16.6778 -14.3387
C 5.1441 -16.4409 -15.3779
C 4.5719 -15.3508 -16.3546
H 0.5765 -12.6255 -18.4722
H 1.9503 -11.8692 -19.2057
H 1.7944 -11.8785 -17.3578
H 3.4060 -13.5781 -18.3574
H 1.9618 -14.5461 -18.7539
H 1.0757 -14.6729 -16.6059
H 2.3713 -13.6603 -15.9659
H 1.7385 -17.0290 -17.3245
H 3.3320 -17.7620 -17.1226
H 3.0690 -16.5143 -18.3992
H 1.8268 -16.7297 -14.8949
H 2.5034 -15.1990 -14.4230
H 4.0429 -17.7141 -14.0047
H 4.4333 -15.9460 -13.6048
H 5.2794 -17.3717 -15.9287
H 6.0887 -16.1487 -14.9190
H 4.9234 -15.3364 -17.3862
H 4.6898 -14.3493 -15.9409
O 7.0932 -12.7377 -11.3787
C 7.3811 -13.5452 -12.4318
O 6.5989 -13.6176 -13.3817
O 8.4977 -14.1686 -12.4307
H 6.3012 -12.5371 -11.8828
O 3.9864 -13.2998 -13.7906
C 3.4334 -12.3328 -13.0102
O 2.2376 -12.2014 -12.8906
O 4.0769 -11.4615 -12.4333
H 4.8719 -12.9803 -13.6025
*
```

Summary:
gap between HOMO and LUMO	2.341	eV
highest occupied orbital energy	-8.65	eV
LUMO energy	-0.232	Eh

Record 4
C44H59ClCrNO5 as an isolated structure. Source: OMol25; level of theory: wB97M-V/def2-TZVPD.

Geometry as ORCA input:
```
! RIJCOSX wB97M-V def2-TZVPD def2/J DEFGRID3
* xyz -2 4
Cr 0.5070 0.0449 -0.0657
C -5.3483 -4.6668 0.5629
C -5.2813 -3.2682 -0.0652
C -6.0421 -2.3092 0.8525
C -6.0018 -3.2987 -1.4200
C -3.8221 -2.8422 -0.2677
C -3.3257 -1.6327 0.2495
C -2.0124 -1.2556 0.0039
N -1.3941 -0.0979 0.3854
C -1.8283 0.7412 1.4163
C -3.0134 1.4344 1.4482
C -3.3256 2.2959 2.5216
C -2.3770 2.4163 3.5210
C -1.1464 1.7239 3.5384
C -0.8316 0.8645 2.4605
O 0.2714 0.2029 2.3136
C -0.1942 2.0076 4.7141
C 0.3376 3.4449 4.5917
C -0.9414 1.8696 6.0507
C 1.0190 1.0705 4.7918
C -4.6610 3.0416 2.5260
C -5.8177 2.0328 2.4691
C -4.7570 3.9672 1.3030
C -4.8429 3.8970 3.7789
C -1.1295 -2.1341 -0.6985
O 0.1388 -1.7025 -0.7942
C -1.6072 -3.3254 -1.2175
C -2.9718 -3.6458 -0.9982
C -0.7627 -4.2736 -2.0844
C -1.0209 -3.9350 -3.5607
C -1.1481 -5.7436 -1.8422
C 0.7458 -4.1674 -1.8276
H -6.3906 -4.9582 0.7414
H -4.8140 -4.6797 1.5163
H -4.8887 -5.4174 -0.0835
H -7.0623 -2.6783 1.0021
H -6.1053 -1.3059 0.4243
H -5.5600 -2.2225 1.8290
H -7.0477 -3.6079 -1.3001
H -5.5126 -3.9930 -2.1065
H -5.9822 -2.3082 -1.8812
H -3.9511 -0.9643 0.8258
H -3.6983 1.3074 0.6130
H -2.5820 3.0885 4.3459
H -0.4789 4.1726 4.6014
H 0.8770 3.5660 3.6477
H 1.0235 3.6797 5.4156
H -1.7521 2.5936 6.1546
H -0.2475 2.0221 6.8861
H -1.3724 0.8690 6.1377
H 1.6424 1.1309 3.9033
H 0.7129 0.0265 4.8752
H 1.6075 1.3417 5.6778
H -5.7656 1.4211 1.5655
H -6.7866 2.5470 2.4775
H -5.7725 1.3569 3.3272
H -4.6493 3.4059 0.3718
H -3.9607 4.7151 1.3307
H -5.7225 4.4878 1.2813
H -4.8091 3.2877 4.6858
H -5.8142 4.4012 3.7416
H -4.0665 4.6628 3.8560
H -3.3645 -4.5609 -1.4244
H -2.0867 -4.0094 -3.7929
H -0.4681 -4.6169 -4.2196
H -0.7001 -2.9117 -3.7738
H -2.1496 -5.9833 -2.2044
H -1.1096 -5.9828 -0.7761
H -0.4442 -6.3962 -2.3702
H 1.1288 -3.1758 -2.0510
H 1.2577 -4.9092 -2.4536
H 0.9857 -4.3681 -0.7801
Cl 7.4443 2.3126 1.3801
C 5.9450 1.5277 0.8911
C 5.9930 0.2672 0.2569
C 4.8531 -0.3696 -0.1235
C 3.5486 0.1963 0.1160
O 2.5095 -0.4444 -0.2201
C 3.5514 1.4865 0.7283
C 2.3157 2.2061 0.9330
O 1.2092 1.8128 0.6209
C 4.7409 2.1232 1.1103
H 6.9585 -0.1893 0.0702
H 4.8868 -1.3346 -0.6133
H 2.4007 3.2036 1.4044
H 4.6924 3.0988 1.5835
C 0.9475 5.7376 -0.7007
C -0.3127 4.8815 -0.5322
C -1.5313 5.6610 -1.0463
C -0.5188 4.5487 0.9543
C -0.1681 3.6139 -1.2735
C -0.1187 2.4604 -1.6278
H 0.8334 6.6900 -0.1721
H 1.1366 5.9424 -1.7571
H 1.8193 5.2174 -0.2966
H -1.6342 6.6095 -0.5073
H -2.4407 5.0756 -0.8997
H -1.4302 5.8699 -2.1141
H -0.6859 5.4656 1.5327
H 0.3560 4.0367 1.3579
H -1.3696 3.8792 1.0927
C 2.0100 0.1397 -3.0535
O 0.8720 0.9547 -3.1503
C 0.0036 1.0473 -1.9876
C -1.3594 0.5789 -2.4995
H 2.8266 0.6282 -2.5078
H 2.3504 -0.0474 -4.0766
H 1.7963 -0.8141 -2.5678
H -1.5527 1.0798 -3.4578
H -2.1529 0.8275 -1.7963
H -1.3708 -0.5003 -2.6619
*
```

Summary:
gap between HOMO and LUMO (spin up / spin down)	4.636 / 4.922	eV
highest occupied orbital energy (spin up / spin down)	-0.65 / -0.93	eV
LUMO energy (spin up / spin down)	0.147 / 0.147	Eh

| no. | DFT total energy (hartree) | F_max (eV Å⁻¹) |
| --- | --- | --- |
| 1 | -2065.5219 | 3.15 |
| 2 | -384.4364 | 2.52 |
| 3 | -1752.7909 | 9.42 |
| 4 | -3647.7152 | 0.85 |